# 1
# C2H6N4O2

One molecule with the formula C2H6N4O2 in a non-equilibrium geometry (wB97M-V/def2-TZVPD, the Open Molecules 2025 dataset).

ORCA input file:
```
! RIJCOSX wB97M-V def2-TZVPD def2/J DEFGRID3
* xyz 0 1
H 3.506 -0.203 1.172
N 3.213 -0.007 0.223
C 2.003 -0.556 0.241
N 1.183 -0.696 -1.025
O -0.252 -0.878 -0.695
C -0.780 0.262 -0.253
N -0.182 1.367 -0.607
H -0.700 2.136 -0.300
N -2.052 0.193 0.513
O -2.998 -0.739 -0.102
H 1.546 -0.791 1.198
H 0.970 0.461 -1.173
H -2.442 1.083 0.330
H -3.016 -1.633 0.479
*
```

As for the structure (SMILES): [H]/N=C/NO/C(=N/[H])NO. For the frontier orbital gap, the calculation gives 10.65 eV. Its highest occupied orbital energy is -0.373 Eh. The energy relative to the best compared isomer or geometry (same formula, charge and spin) is 5.523 eV.

# 2
# C30H42N8OS2SiZr

C30H42N8OS2SiZr as an isolated structure in a non-equilibrium geometry (wB97M-V/def2-TZVPD, the Open Molecules 2025 dataset).

ORCA input file:
```
! RIJCOSX wB97M-V def2-TZVPD def2/J DEFGRID3
* xyz 2 1
Zr 0.263 0.245 -1.605
C -4.306 4.399 -0.281
C -3.921 3.079 0.363
N -2.466 2.895 0.427
C -1.734 2.383 -0.565
S 0.040 2.410 -0.313
N -2.352 1.892 -1.620
N -1.446 1.352 -2.502
C -1.675 1.333 -3.763
C -2.924 1.814 -4.406
C -0.508 0.874 -4.559
C -0.558 0.742 -5.931
C 0.608 0.432 -6.624
C 1.782 0.265 -5.918
C 1.747 0.376 -4.536
N 0.636 0.678 -3.862
H -5.391 4.500 -0.310
H -3.905 5.244 0.281
H -3.931 4.455 -1.303
H -4.286 3.015 1.389
H -4.334 2.237 -0.190
H -1.976 3.329 1.191
H -3.500 2.406 -3.701
H -2.707 2.403 -5.296
H -3.535 0.958 -4.712
H -1.491 0.888 -6.457
H 0.591 0.334 -7.701
H 2.718 0.040 -6.410
H 2.634 0.204 -3.946
C -2.554 -2.064 -3.100
C -1.166 -2.600 -2.948
C -0.811 -3.883 -3.308
C 0.511 -4.299 -3.140
C 1.468 -3.445 -2.632
C 1.065 -2.157 -2.287
N -0.232 -1.773 -2.439
N 1.825 -1.135 -1.767
Si 3.319 -1.052 -0.843
C 3.247 -2.246 0.592
C 4.830 -1.304 -1.892
C 3.191 0.731 -0.275
H -2.651 -1.534 -4.051
H -2.799 -1.371 -2.296
H -3.284 -2.870 -3.101
H -1.558 -4.557 -3.705
H 0.787 -5.310 -3.415
H 2.498 -3.750 -2.501
H 3.747 -3.190 0.360
H 2.215 -2.483 0.870
H 3.758 -1.825 1.464
H 4.913 -2.328 -2.264
H 5.720 -1.110 -1.285
H 4.867 -0.628 -2.750
H 2.370 0.885 0.437
H 3.036 1.394 -1.139
H 4.089 1.111 0.217
C 2.829 -1.328 4.471
C 1.855 -0.194 4.762
C 1.478 0.579 3.509
N 0.802 -0.269 2.510
C -0.358 -0.113 1.916
S -0.686 -1.065 0.487
N -1.321 0.695 2.360
C -1.481 1.403 3.610
O -1.775 2.568 3.546
C -1.314 0.618 4.845
C -1.490 -0.765 4.858
C -1.369 -1.457 6.052
C -1.056 -0.772 7.218
C -0.878 0.608 7.205
C -1.020 1.309 6.021
H 3.104 -1.854 5.384
H 3.750 -0.953 4.017
H 2.396 -2.079 3.800
H 2.303 0.521 5.455
H 0.951 -0.573 5.245
H 2.379 0.956 3.015
H 0.856 1.442 3.719
H 1.367 -0.995 2.099
H -2.010 0.951 1.669
H -1.751 -1.295 3.950
H -1.526 -2.528 6.077
H -0.958 -1.315 8.149
H -0.642 1.132 8.121
H -0.908 2.386 5.994
*
```

For the frontier orbital gap, the calculation gives 7.20 eV. Its highest occupied orbital energy is -0.504 Eh. The energy relative to the best compared isomer or geometry (same formula, charge and spin) is 0.173 eV.

# 3
# C5H21N2O6

A 6-piece molecular cluster, C5H21N2O6 overall in a non-equilibrium geometry (wB97M-V/def2-TZVPD, the Open Molecules 2025 dataset).

ORCA input file:
```
! RIJCOSX wB97M-V def2-TZVPD def2/J DEFGRID3
* xyz 1 1
O 1.283 3.229 0.801
C 1.390 2.398 -0.069
C 1.185 0.949 0.245
C 0.157 0.282 -0.781
C 0.922 -0.270 -1.949
C 0.752 0.290 -3.144
N 1.775 -1.320 -1.661
N 0.678 0.815 1.627
H 1.635 2.700 -1.097
H 2.044 0.327 -0.004
H -0.430 -0.460 -0.249
H -0.481 1.086 -1.132
H 0.105 1.136 -3.319
H 1.214 -0.151 -4.018
H 1.943 -2.011 -2.360
H 1.662 -1.725 -0.761
H 0.843 -0.123 2.052
H -0.299 1.121 1.604
H 1.185 1.438 2.263
H -0.133 -4.364 0.270
H -0.834 -3.015 0.196
O -0.014 -3.437 0.504
H -3.280 -2.325 -0.353
H -2.659 -3.021 -1.516
O -2.436 -2.387 -0.820
H 1.000 -2.323 1.403
H 1.854 -2.332 2.673
O 1.549 -1.744 1.974
H -1.239 3.281 2.441
H -2.104 2.144 3.000
O -1.191 2.443 2.916
H -3.110 2.039 -0.772
H -2.479 3.140 0.088
O -2.487 2.189 -0.054
*
```

For the frontier orbital gap, the calculation gives 8.69 eV. Its highest occupied orbital energy is -0.416 Eh. The energy relative to the best compared isomer or geometry (same formula, charge and spin) is 0.525 eV.

# 4
# C16H44F3IN3O5P2SSi4

C16H44F3IN3O5P2SSi4 as an isolated structure in a non-equilibrium geometry (wB97M-V/def2-TZVPD, the Open Molecules 2025 dataset).

ORCA input file:
```
! RIJCOSX wB97M-V def2-TZVPD def2/J DEFGRID3
* xyz 1 1
N 1.844 -4.375 -3.170
C 2.038 -3.132 -3.787
N 3.423 -2.509 -3.510
C 3.142 -0.999 -3.669
P 4.537 0.034 -2.784
S 6.029 0.132 -4.077
O 1.792 -0.623 -3.197
C 0.758 -0.999 -4.219
I 0.708 0.568 -5.694
P -0.941 -0.966 -3.265
O -0.699 -1.085 -1.544
O -1.779 0.498 -3.696
N 1.007 -2.399 -4.604
C 0.956 -2.768 -6.040
F 1.075 -4.278 -6.086
F -0.362 -2.508 -6.730
F 2.129 -2.308 -6.871
H 2.287 -5.190 -3.689
H 1.264 -4.509 -2.311
H 3.516 -2.613 -2.455
H 3.316 -0.788 -4.826
H 4.077 1.415 -2.600
H 4.983 -0.568 -1.552
H -1.632 -1.014 -1.135
H -1.428 1.294 -3.194
O 3.266 -1.581 2.766
Si 3.822 -2.679 3.906
C 4.350 -4.281 3.074
C 2.471 -3.071 5.155
C 5.301 -1.995 4.843
Si 2.063 -1.453 1.605
C 2.146 0.203 0.719
C 0.364 -1.605 2.398
C 2.244 -2.813 0.318
H 3.492 -4.778 2.613
H 4.790 -4.968 3.804
H 5.093 -4.084 2.298
H 2.093 -2.151 5.611
H 2.856 -3.717 5.949
H 1.635 -3.584 4.672
H 5.035 -1.074 5.369
H 6.127 -1.778 4.160
H 5.651 -2.722 5.583
H 2.017 1.028 1.426
H 1.357 0.272 -0.036
H 3.110 0.326 0.217
H 0.227 -2.600 2.831
H -0.423 -1.444 1.656
H 0.245 -0.864 3.195
H 2.089 -3.797 0.770
H 3.246 -2.791 -0.123
H 1.512 -2.686 -0.483
O -3.731 4.047 1.095
Si -5.098 4.955 1.442
C -6.361 3.915 2.370
C -5.891 5.584 -0.144
C -4.672 6.443 2.509
Si -3.306 2.659 0.254
C -1.460 2.328 0.378
C -3.746 2.832 -1.567
C -4.215 1.166 0.949
H -6.729 3.101 1.740
H -7.217 4.527 2.670
H -5.916 3.483 3.270
H -5.162 6.138 -0.743
H -6.730 6.248 0.081
H -6.266 4.750 -0.745
H -3.958 7.095 1.998
H -4.233 6.126 3.459
H -5.573 7.025 2.726
H -0.887 3.160 -0.042
H -1.197 1.420 -0.174
H -1.160 2.192 1.421
H -4.829 2.914 -1.697
H -3.400 1.962 -2.131
H -3.280 3.727 -1.991
H -5.293 1.263 0.794
H -4.028 1.070 2.022
H -3.881 0.249 0.457
*
```

For the frontier orbital gap, the calculation gives 4.93 eV. Its highest occupied orbital energy is -0.431 Eh.

# 5
# C3H3Cl2F3O

A 2-piece molecular cluster, C3H3Cl2F3O overall (wB97M-V/def2-TZVPD, the Open Molecules 2025 dataset).

ORCA input file:
```
! RIJCOSX wB97M-V def2-TZVPD def2/J DEFGRID3
* xyz 0 1
O -2.953 0.536 1.172
C -3.777 0.175 0.413
Cl -4.573 -1.350 0.478
Cl -4.313 1.110 -0.944
F -0.829 -1.317 0.046
C -0.169 -0.168 -0.267
C 1.338 -0.365 -0.103
F 1.938 0.840 0.034
F 1.883 -0.932 -1.196
H -0.513 0.606 0.424
H -0.411 0.094 -1.301
H 1.593 -0.982 0.771
*
```

As for the structure (SMILES): O=C(Cl)Cl.FCC(F)F. For the frontier orbital gap, the calculation gives 12.00 eV. Its highest occupied orbital energy is -0.428 Eh. The energy relative to the best compared isomer or geometry (same formula, charge and spin) is 0.000 eV.

# 6
# C3H5F3OSi

A 2-piece molecular cluster, C3H5F3OSi overall in a non-equilibrium geometry (wB97M-V/def2-TZVPD, the Open Molecules 2025 dataset).

ORCA input file:
```
! RIJCOSX wB97M-V def2-TZVPD def2/J DEFGRID3
* xyz 0 1
C 2.788 3.037 -1.387
C -1.273 -1.356 -0.641
C 2.372 1.642 -0.751
O 2.373 3.537 -2.420
F 1.791 1.792 0.440
F 3.400 0.828 -0.434
F 1.527 0.917 -1.476
Si 0.393 -1.049 0.303
H -1.887 -2.124 -0.472
H -1.851 -0.452 -0.307
H -1.008 -1.149 -1.642
H 1.457 -1.452 -0.512
H 3.504 3.525 -0.691
*
```

For the frontier orbital gap, the calculation gives 7.15 eV. Its highest occupied orbital energy is -0.282 Eh. The energy relative to the best compared isomer or geometry (same formula, charge and spin) is 2.752 eV.